The following is a quantum chemistry calculation of C3H5AgO3 as an isolated structure in a non-equilibrium geometry, from the OMol25 dataset.

XYZ file:
```
12
C3H5AgO3 (ωB97M-V/def2-TZVPD)
H -1.07 0.62 -1.41
O -0.41 -0.01 -1.10
C 0.75 1.72 0.08
C -0.75 -0.57 0.18
O 0.51 2.84 0.01
O 1.25 0.73 0.58
C 0.52 -0.55 0.99
Ag 0.34 -1.50 -2.89
H -1.19 -1.57 0.10
H -1.50 0.05 0.69
H 1.19 -1.36 0.70
H 0.36 -0.41 2.06
```

## Properties
- LUMO (spin up / spin down) (eV) = -9.207 / -14.983
- gap between HOMO and LUMO (spin up / spin down) (eV) = 8.03 / 7.01
- charge = +2
- energy above the lowest of the compared OMol25 structures with the same formula, charge and spin (kJ/mol) = 0.0
- multiplicity = 3